Formula: C23H35N3O5
Source: the Open Molecules 2025 dataset
Level of theory: ωB97M-V with the def2-TZVPD basis set

CARTESIAN COORDINATES (ANGSTROEM)
C (-1.558, -0.253, -4.346)
H (-1.876, -1.185, -3.866)
O (-0.718, 0.505, -3.514)
C (-1.220, 0.984, -2.325)
C (-2.507, 0.708, -1.883)
C (-2.972, 1.219, -0.684)
C (-2.158, 2.024, 0.084)
C (-0.867, 2.313, -0.331)
C (-0.378, 1.786, -1.532)
O (0.914, 2.132, -1.841)
C (1.694, 1.318, -2.688)
H (1.607, 0.260, -2.425)
H (1.427, 1.448, -3.738)
H (2.722, 1.647, -2.532)
C (-0.007, 3.216, 0.522)
N (-0.169, 2.916, 1.934)
C (-0.357, 4.057, 2.798)
H (-1.095, 4.725, 2.349)
H (0.578, 4.623, 2.967)
C (-0.882, 3.536, 4.130)
N (0.121, 2.670, 4.696)
C (0.850, 1.816, 3.956)
O (1.587, 0.991, 4.460)
C (0.834, 2.002, 2.436)
C (0.644, 0.607, 1.826)
H (0.784, 0.650, 0.751)
C (-0.719, 0.070, 2.221)
O (-1.295, 0.476, 3.215)
N (-1.252, -0.910, 1.450)
C (-2.504, -1.509, 1.855)
H (-2.806, -1.053, 2.795)
H (-3.273, -1.327, 1.101)
H (-2.384, -2.585, 1.996)
C (-0.667, -1.433, 0.237)
H (-1.484, -1.829, -0.370)
H (-0.213, -0.617, -0.329)
C (0.379, -2.529, 0.490)
H (-0.121, -3.483, 0.669)
H (0.941, -2.277, 1.390)
C (1.360, -2.674, -0.677)
C (0.659, -3.020, -1.993)
C (1.700, -3.228, -3.096)
O (2.630, -4.231, -2.766)
C (3.334, -3.920, -1.586)
C (2.397, -3.763, -0.388)
H (2.979, -3.512, 0.499)
H (1.887, -4.711, -0.211)
H (4.031, -4.746, -1.431)
H (3.908, -2.991, -1.730)
H (1.225, -3.557, -4.023)
H (2.227, -2.278, -3.286)
H (-0.018, -2.220, -2.296)
H (0.083, -3.939, -1.868)
H (1.887, -1.720, -0.804)
H (1.402, -0.050, 2.261)
H (1.857, 2.350, 2.175)
H (0.052, 2.439, 5.677)
H (-1.073, 4.359, 4.823)
H (-1.809, 2.978, 3.955)
H (-0.324, 4.248, 0.339)
H (1.041, 3.139, 0.202)
H (-2.498, 2.424, 1.025)
H (-3.978, 0.993, -0.364)
H (-3.162, 0.095, -2.481)
H (-2.439, 0.316, -4.658)
H (-0.956, -0.492, -5.222)

HOMO level	-8.3	eV
energy	-1437.8855	Eh
frontier orbital gap	8.8756	eV
ΔE to the lowest compared entry with this formula, charge and spin	1.1	kcal/mol
charge	0
SMILES	COc1cccc(CN2CCNC(=O)[C@H]2CC(=O)N(C)CCC2CCOCC2)c1OC
max |F|	0.6	eV/Å

=====

Formula: C4H6N2O
Source: the Open Molecules 2025 dataset
Level of theory: ωB97M-V with the def2-TZVPD basis set

CARTESIAN COORDINATES (ANGSTROEM)
C (1.872, -1.176, 0.615)
C (1.465, 0.002, 0.094)
C (0.548, 0.234, -1.006)
N (-0.715, 0.470, -1.056)
C (-1.357, 0.441, 0.210)
N (-2.662, 0.808, 0.124)
O (-0.821, 0.116, 1.256)
H (1.516, -2.151, 0.313)
H (2.576, -0.028, -0.168)
H (2.696, -1.139, 1.330)
H (1.079, 0.301, -1.958)
H (-3.177, 0.928, 0.981)
H (-3.018, 1.192, -0.735)

HOMO level	-8.8	eV
energy	-340.6706	Eh
frontier orbital gap	9.2097	eV
ΔE to the lowest compared entry with this formula, charge and spin	78.0	kcal/mol
charge	0
SMILES	C=C/C=N\C(N)=O
max |F|	2.1	eV/Å

=====

Formula: C33H47N9O2P2S2SeW
Source: the Open Molecules 2025 dataset
Level of theory: ωB97M-V with the def2-TZVPD basis set

CARTESIAN COORDINATES (ANGSTROEM)
W (0.098, 0.189, 0.061)
O (-3.527, 0.245, -1.201)
S (-2.232, -0.160, -1.679)
O (-1.179, 0.898, -1.660)
N (-1.417, -1.119, -0.712)
C (-1.795, -2.324, -0.156)
C (-2.830, -3.140, -0.534)
C (-3.064, -4.332, 0.182)
C (-2.279, -4.688, 1.242)
C (-1.207, -3.856, 1.645)
C (-0.341, -4.165, 2.717)
C (0.659, -3.291, 3.028)
C (0.791, -2.104, 2.291)
N (0.017, -1.756, 1.277)
C (-0.968, -2.665, 0.937)
C (-2.465, -0.807, -3.283)
C (-1.401, -1.367, -3.980)
C (-1.624, -1.851, -5.258)
C (-2.890, -1.773, -5.821)
C (-3.947, -1.217, -5.112)
C (-3.744, -0.728, -3.833)
H (-3.461, -2.873, -1.371)
H (-3.880, -4.973, -0.121)
H (-2.461, -5.607, 1.781)
H (-0.478, -5.081, 3.277)
H (1.348, -3.486, 3.838)
H (1.559, -1.403, 2.567)
H (-0.423, -1.431, -3.527)
H (-0.805, -2.288, -5.813)
H (-3.057, -2.153, -6.820)
H (-4.932, -1.163, -5.554)
H (-4.553, -0.295, -3.264)
C (3.439, -1.548, 0.838)
P (2.670, 0.056, 0.398)
C (3.836, 0.721, -0.830)
C (3.199, 1.098, 1.839)
C (2.225, 1.041, 3.004)
P (0.477, 1.143, 2.438)
C (-0.438, 0.422, 3.852)
C (0.072, 2.895, 2.708)
H (4.449, -1.547, 0.428)
H (2.896, -2.390, 0.418)
H (3.526, -1.658, 1.918)
H (4.721, 1.060, -0.289)
H (3.414, 1.552, -1.389)
H (4.118, -0.061, -1.527)
H (3.299, 2.117, 1.465)
H (4.197, 0.776, 2.145)
H (2.400, 1.846, 3.722)
H (2.341, 0.112, 3.567)
H (0.108, 0.677, 4.762)
H (-0.554, -0.657, 3.796)
H (-1.425, 0.876, 3.904)
H (0.050, 3.070, 3.785)
H (-0.906, 3.118, 2.285)
H (0.818, 3.548, 2.264)
Se (1.391, -1.139, -1.797)
C (1.908, -0.110, -3.334)
C (3.077, -0.494, -3.982)
C (3.463, 0.158, -5.146)
C (2.690, 1.191, -5.654)
C (1.518, 1.562, -5.008)
C (1.115, 0.908, -3.853)
H (3.680, -1.301, -3.582)
H (4.369, -0.143, -5.654)
H (2.995, 1.699, -6.559)
H (0.907, 2.357, -5.415)
H (0.187, 1.179, -3.363)
N (-4.754, 2.719, 1.250)
N (-3.875, 1.660, 1.393)
N (-4.210, 0.439, 1.777)
C (-3.050, -0.183, 1.725)
N (-2.065, 0.647, 1.320)
N (-2.610, 1.824, 1.130)
H (-5.348, 2.755, 2.072)
H (-5.324, 2.537, 0.428)
H (-2.912, -1.218, 1.980)
C (2.527, 4.697, 0.618)
N (1.143, 4.934, 0.214)
C (0.856, 6.342, -0.087)
C (0.314, 3.954, -0.149)
S (1.028, 2.416, -0.607)
N (-0.995, 4.225, -0.239)
C (-1.665, 5.160, 0.658)
C (-1.834, 3.739, -1.329)
H (2.857, 5.550, 1.207)
H (3.174, 4.591, -0.254)
H (2.600, 3.800, 1.222)
H (1.751, 6.775, -0.530)
H (0.603, 6.902, 0.813)
H (0.047, 6.415, -0.806)
H (-1.034, 5.379, 1.516)
H (-2.582, 4.680, 1.001)
H (-1.930, 6.094, 0.159)
H (-1.228, 3.215, -2.061)
H (-2.298, 4.608, -1.800)
H (-2.609, 3.070, -0.963)

HOMO level (spin up / spin down)	-12.1 / -12.1	eV
energy	-5876.1185	Eh
frontier orbital gap (spin up / spin down)	6.8484 / 6.8489	eV
ΔE to the lowest compared entry with this formula, charge and spin	0.0	kcal/mol
charge	+2
max |F|	0.8	eV/Å

=====

Formula: C3H4O3
Source: the Open Molecules 2025 dataset
Level of theory: ωB97M-V with the def2-TZVPD basis set

CARTESIAN COORDINATES (ANGSTROEM)
O (0.535, 1.665, -0.879)
C (1.129, 0.832, -0.248)
C (0.670, -0.598, -0.064)
O (-0.510, -0.885, -0.801)
C (-1.692, -0.482, -0.410)
O (-1.625, 0.159, 0.764)
H (2.092, 1.052, 0.258)
H (1.431, -1.278, -0.458)
H (0.536, -0.802, 1.004)
H (-2.565, 0.337, 0.835)

HOMO level	-9.4	eV
energy	-342.3447	Eh
frontier orbital gap	10.1160	eV
ΔE to the lowest compared entry with this formula, charge and spin	69.8	kcal/mol
charge	0
max |F|	1.0	eV/Å